{"formula": "C23H51ClN3O11S4", "method": "wB97M-V/def2-TZVPD", "energy_ha": -3951.39294, "gap_ev": 7.6, "spin_multiplicity": 1, "mol_weight_g_mol": 709.39, "charge": -1, "e_homo_ev": -5.61, "species": ["Cl", "O", "O", "O", "O", "C", "O", "H", "H", "H", "H", "C", "O", "H", "H", "H", "H", "C", "O", "H", "H", "H", "H", "N", "C", "C", "C", "C", "H", "H", "H", "H", "H", "N", "C", "C", "C", "C", "H", "H", "H", "H", "H", "N", "C", "C", "C", "C", "H", "H", "H", "H", "H", "C", "S", "O", "C", "H", "H", "H", "H", "H", "H", "C", "S", "O", "C", "H", "H", "H", "H", "H", "H", "C", "S", "O", "C", "H", "H", "H", "H", "H", "H", "C", "S", "O", "C", "H", "H", "H", "H", "H", "H"], "coordinates": [[0.54202, 0.54845, 0.52144], [1.53415, -0.53131, 0.40162], [-0.77512, 0.08798, 0.92701], [0.92872, 1.53403, 1.45362], [0.38255, 1.22554, -0.69901], [-0.76782, -3.60076, 0.96077], [-0.81685, -4.71205, 0.00304], [-1.55998, -2.88306, 0.74753], [-0.88095, -4.00106, 1.96827], [0.16596, -3.03849, 0.95949], [-0.50547, -4.46755, -0.87152], [5.10380, -0.64341, 0.62868], [6.04458, 0.25353, 0.98481], [4.78125, -0.49127, -0.40133], [5.46955, -1.65922, 0.77857], [4.21114, -0.58652, 1.25158], [6.41196, -0.00241, 1.83400], [2.23342, 2.80240, 4.54337], [3.05278, 3.79483, 5.07954], [2.71589, 2.32670, 3.68954], [1.93021, 2.05308, 5.27458], [1.28940, 3.22435, 4.19857], [3.03130, 3.68609, 6.03312], [-5.55574, 3.46385, 0.50497], [-4.91839, 2.51205, 1.22126], [-3.60406, 2.51568, 0.79424], [-3.41759, 3.45214, -0.25290], [-4.64759, 4.08491, -0.31638], [-6.48246, 3.84271, 0.63820], [-5.51140, 1.95666, 1.93280], [-2.73761, 1.93185, 1.06780], [-2.49547, 3.80756, -0.68851], [-4.93884, 4.99784, -0.81453], [0.61215, -1.00034, 3.83718], [0.29828, -1.05815, 5.16606], [0.86003, -2.19678, 5.71449], [1.56714, -2.85454, 4.70406], [1.42467, -2.05347, 3.56551], [0.43733, -0.23100, 3.20658], [-0.26341, -0.23468, 5.58174], [0.84166, -2.56819, 6.72845], [2.13849, -3.76782, 4.78065], [1.88205, -2.19328, 2.59718], [0.89214, 4.87972, 1.99735], [1.33594, 5.25194, 0.74623], [1.37556, 6.67498, 0.66346], [1.14725, 7.08154, 1.94847], [0.94039, 6.00842, 2.80310], [0.79987, 3.93239, 2.33519], [1.38408, 4.51635, -0.04306], [1.48894, 7.31813, -0.19671], [1.21673, 8.12240, 2.22806], [0.75240, 6.01716, 3.86658], [-0.16204, 1.15463, -5.62007], [0.07209, 2.13200, -4.10912], [-0.12751, 3.52326, -4.72537], [-1.50561, 1.86976, -3.19935], [0.08809, 0.12204, -5.37660], [0.53621, 1.45000, -6.40321], [-1.17161, 1.28834, -6.00866], [-2.42005, 2.03986, -3.76765], [-1.53647, 2.45124, -2.27792], [-1.58245, 0.85268, -2.81497], [2.93712, -3.30322, -0.43799], [4.24452, -4.13538, -1.50474], [4.40298, -5.59018, -1.04258], [3.13918, -4.40071, -2.96642], [3.33852, -2.95272, 0.51286], [2.11206, -3.96016, -0.16266], [2.59706, -2.46139, -1.04114], [2.54606, -3.56030, -3.32701], [2.43639, -5.20469, -2.74782], [3.80906, -4.72953, -3.76093], [-0.19775, -3.52285, -4.89942], [-0.88812, -3.47253, -3.17376], [-0.15346, -4.54889, -2.35950], [-0.03287, -1.84873, -2.72498], [0.83694, -3.84495, -4.78205], [-0.29139, -2.58853, -5.45295], [-0.65632, -4.29794, -5.51346], [-0.48665, -1.03131, -3.28534], [1.03793, -1.93473, -2.90958], [-0.26121, -1.62524, -1.68285], [-5.01533, -2.84076, -1.48796], [-3.44787, -1.91145, -1.20769], [-3.28598, -1.12661, -2.49246], [-4.01748, -0.71045, 0.05062], [-5.72725, -2.19805, -2.00584], [-5.42684, -3.19943, -0.54450], [-4.74444, -3.64718, -2.16943], [-3.96698, -1.16733, 1.03895], [-5.01828, -0.35161, -0.18964], [-3.35534, 0.15315, -0.01161]], "lowdin_charge": [0.604, -0.366, -0.374, -0.357, -0.353, -0.130, -0.163, 0.029, 0.074, 0.042, -0.070, -0.230, -0.090, 0.090, 0.073, 0.068, 0.085, -0.181, -0.106, 0.084, 0.078, 0.053, 0.072, -0.011, -0.147, -0.124, -0.075, -0.144, 0.145, 0.107, 0.084, 0.096, 0.101, 0.044, -0.152, -0.138, -0.112, -0.142, 0.111, 0.098, 0.083, 0.087, 0.089, 0.029, -0.107, -0.114, -0.176, -0.130, 0.101, 0.102, 0.087, 0.085, 0.097, -0.269, 0.853, -0.608, -0.248, 0.016, 0.049, 0.055, 0.064, 0.024, 0.012, -0.237, 0.856, -0.597, -0.266, 0.028, 0.054, 0.026, 0.015, 0.050, 0.037, -0.234, 0.911, -0.547, -0.198, 0.031, 0.045, 0.044, 0.020, 0.045, 0.039, -0.239, 0.817, -0.579, -0.243, 0.050, 0.049, 0.041, 0.061, 0.052, 0.014]}

=====

{"formula": "C23H51N5O28", "method": "wB97M-V/def2-TZVPD", "smiles": "C[N+](=O)[O-].C[N+](=O)[O-].C[N+](=O)[O-].C[N+](=O)[O-].C[N+](=O)[O-].COC(=O)OC.COC(=O)OC.COC(=O)OC.COC(=O)OC.COC(=O)OC.COC(=O)OC", "energy_ha": -3286.97734, "gap_ev": 10.2, "spin_multiplicity": 1, "mol_weight_g_mol": 845.67, "e_homo_ev": -10.33, "species": ["C", "O", "C", "O", "O", "C", "H", "H", "H", "H", "H", "H", "C", "O", "C", "O", "O", "C", "H", "H", "H", "H", "H", "H", "C", "O", "C", "O", "O", "C", "H", "H", "H", "H", "H", "H", "C", "O", "C", "O", "O", "C", "H", "H", "H", "H", "H", "H", "C", "O", "C", "O", "O", "C", "H", "H", "H", "H", "H", "H", "C", "O", "C", "O", "O", "C", "H", "H", "H", "H", "H", "H", "C", "N", "O", "O", "H", "H", "H", "C", "N", "O", "O", "H", "H", "H", "C", "N", "O", "O", "H", "H", "H", "C", "N", "O", "O", "H", "H", "H", "C", "N", "O", "O", "H", "H", "H"], "coordinates": [[-7.57855, -7.67115, 8.85354], [-6.42711, -7.91940, 9.62946], [-6.15626, -7.13042, 10.66638], [-6.84846, -6.20194, 11.02657], [-5.00146, -7.49240, 11.18821], [-4.60500, -7.03232, 12.46042], [-7.96825, -8.61317, 8.47327], [-7.32415, -7.01919, 8.01362], [-8.34702, -7.17323, 9.44759], [-5.02860, -6.05019, 12.69526], [-3.53125, -6.87487, 12.46572], [-4.97555, -7.67825, 13.25482], [-6.23671, -15.11636, 7.18047], [-6.67934, -15.42755, 5.86181], [-7.64794, -14.75358, 5.28289], [-8.40939, -13.97078, 5.82330], [-7.64252, -15.07440, 4.00887], [-8.47478, -14.58026, 2.97563], [-5.51785, -15.82511, 7.57556], [-7.11028, -15.07767, 7.82813], [-5.75362, -14.13815, 7.18632], [-8.25508, -13.52575, 2.80137], [-9.54700, -14.68583, 3.12827], [-8.14550, -15.14270, 2.10744], [-7.87436, -11.85309, 9.45784], [-6.56142, -12.13314, 9.92497], [-6.28926, -13.38939, 10.22818], [-7.09830, -14.28285, 10.27199], [-4.99789, -13.49536, 10.42979], [-4.29749, -14.72779, 10.34437], [-8.70234, -11.96985, 10.15263], [-8.00773, -12.46494, 8.56332], [-7.89153, -10.82884, 9.09064], [-3.35368, -14.49981, 9.85838], [-4.84471, -15.53590, 9.86182], [-4.11703, -15.05061, 11.37225], [-15.27015, -9.30424, 5.44986], [-15.16109, -8.21392, 4.54839], [-16.16913, -7.60955, 3.96768], [-16.03203, -6.75796, 3.14493], [-17.35450, -8.09948, 4.38837], [-18.47705, -7.38635, 3.90159], [-14.24221, -9.64456, 5.57977], [-15.69959, -10.18090, 4.96288], [-15.70436, -9.11916, 6.42711], [-18.35918, -6.31472, 4.06568], [-19.35499, -7.64857, 4.49375], [-18.69579, -7.62878, 2.86267], [-11.28767, -9.57149, 10.92285], [-12.51679, -9.77269, 11.60593], [-13.00051, -8.76055, 12.29327], [-12.49474, -7.67299, 12.42818], [-14.16514, -9.12041, 12.81575], [-14.88089, -8.16590, 13.57358], [-11.36413, -8.74702, 10.21905], [-11.05837, -10.55388, 10.52430], [-10.43918, -9.28086, 11.55133], [-15.73197, -7.80077, 13.00208], [-14.22775, -7.36396, 13.90909], [-15.29667, -8.62051, 14.47310], [-6.41371, -12.51283, 0.47803], [-7.23475, -11.46143, 0.96846], [-6.90898, -10.90965, 2.13663], [-5.88148, -11.12315, 2.73928], [-7.89041, -10.12774, 2.50200], [-7.79902, -9.27165, 3.60849], [-5.34146, -12.37344, 0.39687], [-6.77256, -12.65530, -0.54388], [-6.69961, -13.45147, 0.95040], [-8.76006, -8.99669, 4.02996], [-7.26365, -8.34763, 3.36615], [-7.16508, -9.65831, 4.41159], [-11.09095, -11.33559, 5.82338], [-10.58249, -10.87177, 7.13781], [-10.57646, -11.67062, 8.04392], [-10.07159, -9.77294, 7.18328], [-10.55024, -12.24996, 5.58097], [-10.90325, -10.55058, 5.09890], [-12.14658, -11.58322, 5.92008], [-11.42061, -6.98361, 7.79915], [-12.66356, -7.79523, 7.75272], [-12.57564, -8.98622, 7.93369], [-13.71882, -7.19710, 7.74668], [-11.67106, -5.93430, 7.70635], [-10.75871, -7.32018, 7.00518], [-10.92793, -7.18543, 8.74631], [-12.86502, -8.18647, 1.72415], [-11.85542, -8.45497, 2.80004], [-11.19419, -9.45667, 2.59912], [-11.73702, -7.72685, 3.74748], [-13.22648, -9.09858, 1.27341], [-12.32188, -7.51592, 1.06138], [-13.67787, -7.63671, 2.20014], [-14.38021, -14.76510, 4.89619], [-14.40036, -13.40682, 5.50073], [-14.57655, -12.44205, 4.79149], [-14.13919, -13.33041, 6.67443], [-15.13688, -15.37360, 5.38275], [-13.39968, -15.10852, 5.21962], [-14.55645, -14.65726, 3.83416], [-10.04765, -14.65083, 8.94594], [-10.41879, -14.50331, 10.36394], [-9.89458, -15.25480, 11.17298], [-11.36901, -13.79700, 10.63403], [-10.99312, -14.79055, 8.42071], [-9.39050, -15.48465, 8.74497], [-9.68069, -13.70388, 8.55985]], "lowdin_charge": [-0.043, 0.007, -0.605, 0.114, 0.015, -0.044, 0.067, 0.102, 0.089, 0.092, 0.094, 0.099, -0.018, 0.020, -0.610, 0.105, 0.013, -0.022, 0.090, 0.074, 0.110, 0.087, 0.097, 0.094, -0.032, 0.028, -0.633, 0.118, 0.013, -0.028, 0.097, 0.080, 0.078, 0.097, 0.084, 0.099, -0.039, 0.009, -0.624, 0.134, -0.011, -0.052, 0.078, 0.080, 0.104, 0.099, 0.093, 0.098, -0.030, 0.031, -0.623, 0.115, 0.014, -0.046, 0.067, 0.084, 0.102, 0.095, 0.091, 0.091, -0.044, 0.002, -0.630, 0.124, 0.018, -0.045, 0.100, 0.095, 0.077, 0.077, 0.101, 0.096, 0.074, -0.410, 0.057, 0.039, 0.092, 0.080, 0.081, 0.052, -0.420, 0.050, 0.075, 0.100, 0.088, 0.083, 0.065, -0.445, 0.043, 0.078, 0.097, 0.105, 0.079, 0.058, -0.459, 0.055, 0.076, 0.102, 0.103, 0.096, 0.020, -0.433, 0.060, 0.058, 0.103, 0.093, 0.047]}